15 unconnected molecules or ions with the total composition C30H90O30. Source: the Open Molecules 2025 dataset; level of theory: ωB97M-V/def2-TZVPD.

HOMO-LUMO gap	8.904	eV
energy above the lowest of the compared OMol25 structures with the same formula, charge and spin	365.53	kJ/mol
strongest force on any atom	3.04	eV/Å

Each line ends with the Löwdin charge.
Positions of all 150 atoms, in Å:
1 C 0.38463 -4.02082 -1.05401  -0.184
2 C 0.65885 -5.56692 -0.96240  -0.209
3 O 0.08342 -6.00390 0.25074  -0.054
4 O 1.20928 -3.28984 -0.13123  -0.078
5 H -0.63648 -3.87385 -0.70259  0.079
6 H 0.50727 -3.59138 -2.04822  0.102
7 H 1.73457 -5.72691 -1.05722  0.116
8 H 0.30866 -6.02763 -1.88750  0.119
9 H 0.46086 -6.86636 0.44268  0.102
10 H 2.12389 -3.54955 -0.26915  0.094
11 C -1.70625 2.06782 -4.32073  -0.225
12 C -2.95191 1.51463 -5.00443  -0.177
13 O -3.76842 2.67616 -5.38570  -0.095
14 O -0.68612 2.38056 -5.29123  -0.075
15 H -1.33725 1.32919 -3.60578  0.084
16 H -1.86004 2.91701 -3.65329  0.100
17 H -3.50312 0.87473 -4.31348  0.102
18 H -2.84759 0.90735 -5.90286  0.118
19 H -4.23801 3.04347 -4.63035  0.023
20 H 0.12517 2.58038 -4.81348  0.022
21 C 0.23227 5.45160 1.52287  -0.248
22 C 0.25439 3.95363 1.40823  -0.278
23 O -1.03076 3.44177 1.42941  -0.061
24 O -0.20233 6.02551 0.32709  -0.069
25 H 1.21198 5.88723 1.72381  0.117
26 H -0.43369 5.87906 2.27421  0.123
27 H 0.93493 3.56367 2.16772  0.116
28 H 0.69837 3.60794 0.47280  0.107
29 H -0.93057 2.50083 1.61096  0.032
30 H -0.74260 5.32129 -0.04020  0.047
31 C 1.25510 5.05468 -3.48744  -0.253
32 C 1.08269 3.85262 -2.56859  -0.185
33 O 1.31591 2.73319 -3.44382  -0.110
34 O 2.58388 5.37131 -3.78535  -0.049
35 H 0.84191 5.82372 -2.82985  0.112
36 H 0.66294 5.08647 -4.40237  0.127
37 H 0.07670 3.77031 -2.15618  0.109
38 H 1.81711 3.80187 -1.76446  0.118
39 H 2.16895 2.45589 -3.09333  0.031
40 H 2.68380 6.32450 -3.83306  0.088
41 C 5.11326 2.29807 -3.54945  -0.253
42 C 4.67494 2.24672 -2.10144  -0.228
43 O 3.41570 1.61133 -2.08247  -0.093
44 O 6.29972 2.99703 -3.85249  -0.044
45 H 4.29997 2.77200 -4.10219  0.115
46 H 5.17389 1.27651 -3.92517  0.128
47 H 4.59100 3.26029 -1.70547  0.124
48 H 5.37525 1.67704 -1.48967  0.111
49 H 3.42082 0.89792 -1.43452  0.038
50 H 6.24355 3.82355 -3.36567  0.083
51 C -3.79832 4.86688 -2.37168  -0.169
52 C -3.52417 3.96585 -1.17505  -0.165
53 O -4.76474 3.84476 -0.39417  -0.078
54 O -4.81077 4.26923 -3.29761  -0.076
55 H -2.85062 5.08937 -2.86252  0.116
56 H -4.10704 5.84893 -2.01086  0.121
57 H -2.76865 4.54513 -0.64448  0.102
58 H -3.17420 2.94753 -1.33906  0.120
59 H -5.33499 4.59965 -0.55839  0.089
60 H -5.67697 4.42042 -2.91178  0.083
61 C -0.19268 -4.86398 3.04452  -0.241
62 C -0.48784 -4.82993 4.52587  -0.252
63 O -0.58870 -6.11886 5.05914  -0.044
64 O 0.19004 -3.59339 2.55322  -0.074
65 H -1.02143 -5.20309 2.42118  0.095
66 H 0.61741 -5.55897 2.81722  0.119
67 H -1.44636 -4.38333 4.79228  0.126
68 H 0.31008 -4.29063 5.03859  0.107
69 H 0.32621 -6.40080 5.14011  0.089
70 H 0.47814 -3.72461 1.64353  0.041
71 C 5.19490 0.55049 1.34865  -0.252
72 C 3.68359 0.71517 1.09332  -0.179
73 O 3.38390 -0.10544 -0.03298  -0.080
74 O 5.57147 -0.78246 1.53196  -0.041
75 H 5.46410 1.12659 2.23620  0.124
76 H 5.77138 1.04339 0.56417  0.104
77 H 3.43003 1.76515 0.94693  0.128
78 H 3.08883 0.44144 1.96499  0.109
79 H 3.62502 -1.02872 0.06866  0.103
80 H 6.46625 -0.71573 1.87523  0.099
81 C -2.29224 -1.71681 -2.09379  -0.233
82 C -3.08534 -2.79633 -2.89871  -0.270
83 O -2.20367 -3.72367 -3.35224  -0.031
84 O -3.12163 -0.73042 -1.54853  -0.071
85 H -1.65394 -1.28078 -2.86294  0.108
86 H -1.64236 -2.18128 -1.35038  0.093
87 H -3.53549 -2.18030 -3.68047  0.119
88 H -3.95782 -3.23104 -2.40991  0.115
89 H -1.49284 -3.15673 -3.66568  0.056
90 H -3.67772 -1.09690 -0.85171  0.060
91 C 0.26884 0.75178 6.03033  -0.183
92 C -0.53062 -0.25095 5.28698  -0.215
93 O 0.16555 -0.94227 4.25163  -0.100
94 O 1.37126 0.07806 6.71151  -0.058
95 H -0.36216 1.24929 6.76574  0.133
96 H 0.71440 1.47738 5.34853  0.125
97 H -1.35088 0.23053 4.75150  0.109
98 H -0.93303 -1.04588 5.91612  0.135
99 H -0.38507 -1.61994 3.84956  0.085
100 H 1.77232 -0.48952 6.04803  0.036
101 C -2.88700 -2.91861 1.20907  -0.203
102 C -3.19225 -4.27912 0.57549  -0.191
103 O -3.88476 -5.16055 1.50767  -0.067
104 O -3.87297 -1.94545 0.80584  -0.074
105 H -1.89575 -2.74315 0.78970  0.081
106 H -2.78962 -2.91689 2.29488  0.121
107 H -2.25513 -4.76133 0.29308  0.090
108 H -3.74246 -4.22474 -0.36336  0.118
109 H -3.26677 -5.57027 2.11753  0.066
110 H -4.66739 -2.40584 1.09156  0.109
111 C 2.87756 -2.75492 4.82858  -0.194
112 C 4.23387 -3.04855 5.48110  -0.257
113 O 5.26677 -2.42228 4.80244  -0.040
114 O 2.89438 -1.44821 4.19631  -0.104
115 H 2.00261 -2.74731 5.47965  0.105
116 H 2.61203 -3.42247 4.00770  0.108
117 H 4.38992 -4.12658 5.39840  0.108
118 H 4.24854 -2.97590 6.56952  0.116
119 H 4.80886 -1.94769 4.10223  0.057
120 H 1.98262 -1.14146 4.22204  0.023
121 C 0.04813 0.42017 -0.44981  -0.196
122 C -0.00322 -0.09234 1.00235  -0.214
123 O -0.12384 0.92467 1.95104  -0.056
124 O -1.10035 1.14137 -0.86938  -0.071
125 H 0.16241 -0.44263 -1.10840  0.103
126 H 0.87229 1.08211 -0.71777  0.110
127 H 0.78858 -0.83087 1.13924  0.106
128 H -0.84873 -0.76404 1.16937  0.105
129 H 0.11371 0.49854 2.77900  0.063
130 H -1.79226 0.52984 -1.14359  0.030
131 C 1.55215 -0.55140 -5.52105  -0.262
132 C 1.17262 -0.82987 -4.06193  -0.198
133 O 0.41502 -2.03455 -4.02090  -0.103
134 O 2.46678 -1.47460 -5.98778  -0.042
135 H 2.03263 0.42474 -5.43279  0.120
136 H 0.63580 -0.53666 -6.11212  0.130
137 H 0.58846 -0.10461 -3.49647  0.104
138 H 2.07338 -1.05062 -3.48652  0.120
139 H 0.94095 -2.75398 -4.37982  0.089
140 H 2.81873 -1.06112 -6.77984  0.096
141 C -3.92213 1.25514 1.71864  -0.249
142 C -3.91782 0.32759 2.96977  -0.230
143 O -3.82278 1.07593 4.15455  -0.077
144 O -4.96070 2.15077 1.72659  -0.041
145 H -3.81696 0.68733 0.79287  0.102
146 H -3.00837 1.84940 1.78085  0.105
147 H -3.03186 -0.30960 2.97948  0.091
148 H -4.84689 -0.22335 3.12410  0.118
149 H -3.79818 0.51511 4.93284  0.077
150 H -4.82263 2.81294 1.04161  0.034